[1]
Computed, not measured: an isolated molecule of C5H3N3 at a distorted geometry, with ωB97M-V/def2-TZVPD.

Calculated values
HOMO energy, eV: -9.77
Multiplicity: 1
Molecular weight, g mol⁻¹: 105.100
HOMO-LUMO gap, eV: 8.82
Energy relative to the best compared isomer or geometry (same formula, charge and spin), eV: 5.2200
Energy, eV: -9697.600

Last column: Mulliken charge in e.
Cartesian coordinates (Å):
N: 2.8036 1.1520 -0.6063  -0.41
N: -0.1830 -0.9041 -0.4102  -0.08
N: 0.3433 -0.8059 0.7393  -0.41
C: -3.1289 0.9425 0.4236  -0.04
C: -2.2848 0.2681 -0.1864  -0.09
C: -1.3154 -0.5171 -0.8918  -0.33
C: 2.1878 0.2631 -0.1211  0.35
C: 1.5421 -0.3853 0.8627  0.04
H: 2.1806 -0.1323 1.8185  0.27
H: -3.5034 1.5763 1.4329  0.29
H: -1.4282 -0.9654 -1.8334  0.41

[2]
Computed, not measured: a cluster of 16 separate species, CH31O18 in total at a distorted geometry, with ωB97M-V/def2-TZVPD.

Calculated values
HOMO energy, eV: -6.81
Multiplicity: 1
Charge: -1
Molecular weight, g mol⁻¹: 331.241
HOMO-LUMO gap, eV: 8.85
Energy relative to the best compared isomer or geometry (same formula, charge and spin), eV: 1.1342
Energy, eV: -38398.731

Last column: Mulliken charge in e.
Cartesian coordinates (Å):
O: 1.6625 -0.8560 -2.5320  -0.76
O: -0.7841 -1.1354 -1.3548  0.54
O: -0.3763 -3.6664 -2.5977  -0.68
O: 1.3669 -3.4207 -0.1636  -0.55
O: 0.8463 2.7382 0.2527  -0.42
O: -0.3219 1.9746 -2.1147  -0.73
O: -1.4338 -0.2057 0.5761  -0.57
O: 3.6788 0.1115 1.2595  -0.61
O: -3.2095 -0.6727 2.5403  -0.70
O: 0.6978 -0.3865 0.1085  0.15
O: 1.0536 0.4083 2.6230  -0.72
O: -1.7589 -3.2781 0.4425  -0.68
O: 2.3602 1.7013 -1.8257  -0.80
O: -0.1240 2.5872 3.4610  -0.73
O: -2.1361 2.2405 1.6749  -0.77
O: -2.9403 1.3791 -1.1423  -0.64
O: 2.7648 2.5515 2.1288  -0.70
O: -2.6329 -1.2805 -3.3556  -0.67
C: -0.5635 -0.5901 -0.2455  -0.13
H: -3.6786 0.7883 -1.1333  0.28
H: 0.3493 -0.0245 3.1412  0.29
H: 2.0831 -3.9355 -0.4596  0.29
H: -3.8492 -1.2997 2.1449  0.29
H: 0.0295 -2.9857 -2.1588  0.22
H: -2.5536 -0.5744 1.8314  0.51
H: -2.0109 -1.3978 -2.6282  0.28
H: 0.8525 -1.0117 -2.0210  0.15
H: 2.8190 1.6021 1.9925  0.36
H: 0.2063 2.4115 -0.3605  0.20
H: -1.3302 -4.1514 0.2596  0.30
H: 2.1524 0.8169 -2.1056  0.39
H: 2.1143 1.9638 -0.9945  0.37
H: -0.7973 1.4897 -2.7873  0.32
H: 0.2449 3.3836 3.0965  0.32
H: 1.7294 -2.5735 -0.0821  0.21
H: 0.6564 0.2260 0.8436  -0.07
H: -3.4219 -1.6886 -3.0506  0.30
H: -2.2473 0.7294 -1.1311  0.11
H: -0.9573 -3.3021 -3.3223  0.34
H: 0.8100 3.6819 0.2987  0.23
H: 2.0009 2.8836 1.6903  0.31
H: -2.0066 1.5349 1.0971  0.40
H: 2.8350 -0.3403 1.4173  0.31
H: 1.5242 -1.4070 -3.3395  0.30
H: 4.3032 -0.3591 1.8346  0.27
H: 0.5589 1.6467 -2.3503  0.32
H: -1.2986 -2.5455 0.0248  0.33
H: -1.3308 2.1978 2.1872  0.49
H: 0.3378 1.7979 3.0551  0.49
H: 1.7255 0.2426 3.2744  0.23

[3]
Computed, not measured: a cluster of 2 separate species, C4H11INO in total at a distorted geometry, with ωB97M-V/def2-TZVPD.

Calculated values
HOMO energy, eV: -3.40
Multiplicity: 1
Charge: -1
Molecular weight, g mol⁻¹: 216.042
HOMO-LUMO gap, eV: 6.43
Energy relative to the best compared isomer or geometry (same formula, charge and spin), eV: 0.2788
Energy, eV: -15966.654

Last column: Mulliken charge in e.
Cartesian coordinates (Å):
I: -1.1678 -6.7737 1.6434  -0.91
O: -2.1663 -0.3085 0.1619  -0.31
N: -0.2394 -3.1832 1.5389  -0.60
C: -1.9836 -1.5646 0.8323  -0.70
C: -0.5272 -1.9909 0.7327  0.32
C: -3.5206 -0.0427 -0.0880  -0.72
C: -0.1398 -2.2311 -0.7343  -1.34
H: 0.0719 -1.1749 1.1547  0.29
H: -0.4327 -2.9279 2.5087  0.25
H: -0.3997 -1.3078 -1.2616  0.34
H: -0.6450 -3.1177 -1.1096  0.31
H: -2.6578 -2.3231 0.4234  0.37
H: -4.0481 0.0824 0.8683  0.29
H: 0.9387 -2.3419 -0.8384  0.33
H: -4.0110 -0.8278 -0.6719  0.31
H: -0.9489 -3.8992 1.3248  0.14
H: -2.2282 -1.3663 1.8837  0.38
H: -3.5982 0.8959 -0.6361  0.25

[4]
Computed, not measured: an isolated molecule of C5H10N4 at a distorted geometry, with ωB97M-V/def2-TZVPD.

Calculated values
HOMO energy, eV: -8.18
Multiplicity: 1
Molecular weight, g mol⁻¹: 126.163
HOMO-LUMO gap, eV: 8.92
Energy relative to the best compared isomer or geometry (same formula, charge and spin), eV: 4.9479
Energy, eV: -11302.930

Last column: Mulliken charge in e.
Cartesian coordinates (Å):
N: -0.6937 0.8638 -0.3895  0.74
N: 0.1462 1.6236 -1.1578  -0.46
N: -1.9346 1.4143 -0.2527  -0.93
N: 1.3074 1.2141 -1.1436  -0.38
C: -0.3225 0.1698 1.9357  -1.27
C: 0.7866 -1.0846 -0.2019  -0.12
C: 1.5081 0.3642 -0.1637  -0.31
C: 0.4164 -1.7010 -1.5651  -1.32
C: 0.0725 0.0744 0.4953  0.86
H: 1.2473 -1.8357 0.4984  0.36
H: -0.0325 -0.9932 -2.1891  0.37
H: 2.4702 0.4388 0.4568  0.35
H: -0.8380 -0.7289 2.3951  0.27
H: -2.6113 0.8559 0.1694  0.23
H: 1.2937 -2.0485 -2.1306  0.34
H: -0.4690 -2.4643 -1.4109  0.28
H: -1.8887 2.3245 0.2124  0.25
H: 0.6078 0.5835 2.5309  0.31
H: -1.0661 0.9294 1.9108  0.44

[5]
Computed, not measured: a cluster of 3 separate species, C3H7INO2P in total at a distorted geometry, with ωB97M-V/def2-TZVPD.

Calculated values
HOMO energy, eV: -7.89
Multiplicity: 1
Molecular weight, g mol⁻¹: 246.972
HOMO-LUMO gap, eV: 8.29
Energy relative to the best compared isomer or geometry (same formula, charge and spin), eV: 1.7397
Energy, eV: -26195.768

Last column: Mulliken charge in e.
Cartesian coordinates (Å):
I: -4.4083 -0.1059 -0.0900  -0.09
P: -2.3699 1.1362 -0.1572  -0.20
O: -0.2740 -0.2711 2.2440  -0.50
O: 1.3289 -2.3063 0.3181  -0.53
N: -1.2366 -0.0772 -0.0738  0.13
C: -0.6276 -1.1332 -1.0371  -0.43
C: 0.3166 -1.4589 0.1234  0.05
C: -0.2939 -0.5926 0.9356  0.32
H: -0.1476 0.6972 2.1799  0.36
H: -0.1994 -0.4835 -1.8369  0.27
H: 1.6623 -2.2057 1.1542  0.28
H: 2.4847 1.0061 0.1352  0.31
H: -1.3277 -1.9220 -1.3248  0.30
H: 1.7832 0.5890 -0.1370  -0.31
H: -2.4834 1.4534 -1.6210  0.07

[6]
Computed, not measured: a structure of composition C40H49CoN8O8S3, with ωB97M-V/def2-TZVPD.

Calculated values
HOMO energy (spin up / spin down), eV: -1.14 / -2.43
Multiplicity: 5
Charge: -2
Molecular weight, g mol⁻¹: 925.014
HOMO-LUMO gap (spin up / spin down), eV: 4.79 / 6.08
Energy, eV: -140711.328

Last column: Mulliken charge in e.
Cartesian coordinates (Å):
Co: 0.0632 0.2229 0.1928  1.11
S: 0.1984 -2.1414 4.9507  1.09
S: -5.1177 2.1426 -2.4471  1.33
S: 2.2475 0.2199 4.3796  -0.18
O: 1.5554 -2.5562 5.2449  -0.72
O: 3.7577 0.5983 -1.5160  -0.98
O: -6.0605 3.1688 -2.0849  -0.74
O: -0.5897 3.6395 -1.1002  -0.75
O: -0.9221 2.0206 0.4274  -0.56
O: 2.0073 -0.0390 -0.3280  -0.72
O: -0.8183 -3.1703 4.9269  -0.75
O: -4.8748 1.8673 -3.8371  -0.76
N: -2.2800 -3.5547 0.9598  0.36
N: -3.7446 2.4362 -1.6408  0.10
N: 0.8042 0.4690 2.2691  0.35
N: 3.7615 0.3366 -4.0562  -0.22
N: -1.3506 1.5721 9.3799  -0.65
N: -3.0001 -1.4628 1.7114  0.77
N: 0.0435 -1.2822 3.6429  -0.07
N: -1.0143 -1.6114 0.5289  0.34
C: -3.5336 -1.9804 2.9597  -1.02
C: 5.7405 2.2880 -4.3493  -1.68
C: -1.9164 0.2936 7.3907  -0.89
C: -1.2323 3.0639 -0.2177  0.09
C: 6.7820 0.7896 -6.0956  1.33
C: 0.3171 0.2005 8.2652  -0.72
C: -3.5860 -4.0243 0.5514  -1.12
C: 5.7559 1.0337 -5.1818  0.54
C: 0.5223 -1.2227 -5.0301  -1.10
C: 1.7445 1.4736 2.2548  -0.94
C: 4.7181 0.0891 -5.0197  0.11
C: -2.6008 3.6709 0.1418  -0.19
C: 0.6766 -0.6711 7.2472  -0.34
C: -0.2567 -1.0643 6.3028  -0.36
C: -2.8304 -0.0179 1.7181  -1.28
C: -1.5563 -0.5807 6.3818  -0.19
C: 1.9152 -0.3886 -2.6872  0.17
C: -6.2401 0.6396 -0.4626  -0.50
C: 1.7998 -0.6297 -5.1122  -0.50
C: -0.9782 0.7000 8.3388  1.15
C: -0.4515 0.0151 -1.8451  -1.47
C: -6.7443 -0.5307 0.0723  -0.53
C: -0.0594 -1.4389 -3.8280  -1.26
C: 2.6110 0.0938 -1.4368  0.39
C: 0.5323 -0.9747 -2.5430  2.13
C: 6.7727 -0.3663 -6.8710  -0.91
C: -2.0390 -2.1846 1.0440  0.27
C: -6.7140 -1.7229 -0.6539  0.88
C: 7.9080 1.7806 -6.2584  -1.58
C: -1.1818 -4.4095 0.5785  -1.18
C: 5.7510 -1.2922 -6.7170  -0.80
C: -6.1554 -1.7138 -1.9234  -0.56
C: -3.4251 3.7851 -1.1286  -0.82
C: -7.2685 -2.9886 -0.0581  -1.47
C: 2.5009 -0.2599 -3.9407  -0.27
C: 4.7426 -1.0790 -5.7962  -0.82
C: 2.5899 1.5221 3.2992  -0.35
C: 0.8997 -0.2865 3.3457  0.04
C: -5.6984 0.6266 -1.7426  -0.13
C: -5.6435 -0.5450 -2.4730  -0.42
H: -1.4180 -5.4344 0.8712  0.35
H: 6.2930 2.1599 -3.4136  0.29
H: 3.4166 2.1921 3.4611  0.41
H: -3.1080 3.0484 0.8814  0.12
H: -0.5369 -2.2200 -0.1279  -0.32
H: -0.9894 -4.4004 -0.5054  0.35
H: -2.2809 -0.8908 5.6404  0.31
H: 2.2445 -0.4379 -6.0782  0.57
H: 0.6251 -1.8570 -1.8799  0.01
H: -1.0459 -1.8867 -3.7688  0.43
H: 8.6892 1.3688 -6.8984  0.37
H: 5.7540 -2.2039 -7.3039  0.36
H: 7.5601 2.7134 -6.7102  0.32
H: -0.2763 -4.1073 1.1026  0.31
H: -5.2156 -0.5264 -3.4661  0.48
H: -2.9529 1.9155 -2.0081  0.14
H: 4.7185 2.5483 -4.0775  0.44
H: 7.5722 -0.5445 -7.5818  0.28
H: -2.4377 4.6702 0.5515  0.34
H: 1.7601 2.1427 1.4073  0.33
H: -3.5684 -4.3708 -0.4916  0.43
H: -2.0468 0.2930 2.4165  0.24
H: 4.0671 0.6550 -3.1157  0.58
H: -3.7818 0.4316 2.0077  0.38
H: -2.8371 4.3291 -1.8692  0.26
H: -0.5852 2.1320 9.7228  0.23
H: -8.3060 -2.8503 0.2525  0.41
H: 3.9742 -1.8238 -5.6455  0.59
H: 1.0506 0.5098 9.0023  0.27
H: -6.2624 1.5686 0.0922  0.45
H: -4.3050 -3.2110 0.6231  0.18
H: -4.3659 4.3043 -0.9644  0.48
H: -2.8970 -1.6966 3.7980  -0.21
H: -6.6984 -3.2860 0.8238  0.29
H: 8.3545 2.0376 -5.2960  0.33
H: -3.5788 -3.0658 2.9467  0.41
H: 6.1838 3.1284 -4.8846  0.44
H: -1.4772 -0.3801 -1.9539  0.31
H: -0.4102 0.9776 -2.3695  0.73
H: -2.1408 2.1534 9.1466  0.23
H: -6.1143 -2.6370 -2.4904  0.30
H: -4.5395 -1.5767 3.1081  0.41
H: 0.0048 -1.4833 -5.9480  0.32
H: -2.9306 0.6753 7.4447  0.26
H: -3.9206 -4.8569 1.1799  0.28
H: 1.6841 -1.0564 7.1710  0.52
H: -2.5587 0.3399 0.7289  0.21
H: -7.2327 -3.8097 -0.7742  0.35
H: -7.1651 -0.5298 1.0719  0.34

[7]
Computed, not measured: a cluster of 2 separate species, C2H4N2OS in total at a distorted geometry, with ωB97M-V/def2-TZVPD.

Calculated values
HOMO energy, eV: -8.23
Multiplicity: 1
Molecular weight, g mol⁻¹: 104.134
HOMO-LUMO gap, eV: 8.72
Energy relative to the best compared isomer or geometry (same formula, charge and spin), eV: 4.2727
Energy, eV: -17998.387

Last column: Mulliken charge in e.
Cartesian coordinates (Å):
S: 2.5007 -0.9321 -0.0486  -0.13
O: 0.0203 -0.8392 0.2223  -0.15
N: 1.5972 1.8964 -0.2021  0.18
N: 2.6050 2.1660 0.1760  -0.32
C: -1.2011 -0.2591 0.2788  -0.50
C: 0.9938 -0.1554 -0.2843  -0.03
H: 2.9640 0.2754 -0.3954  0.19
H: -1.2847 -0.0573 1.4213  0.21
H: -1.2106 0.5871 -0.4913  0.34
H: -1.9360 -1.0465 0.0897  0.21

[8]
Computed, not measured: a cluster of 4 separate species, C31H76F2I2N13O6P4 in total at a distorted geometry, with ωB97M-V/def2-TZVPD.

Calculated values
HOMO energy, eV: -9.04
Multiplicity: 1
Charge: +1
Molecular weight, g mol⁻¹: 1142.734
HOMO-LUMO gap, eV: 5.80
Energy, eV: -123817.870

Last column: Mulliken charge in e.
Cartesian coordinates (Å):
I: -7.9026 3.6823 -0.6750  0.09
I: -0.2076 -0.9515 -7.2567  0.04
P: -5.3627 0.1186 -8.2168  0.07
P: 1.7290 -1.4257 3.1544  0.63
P: 4.5584 5.5175 4.0854  0.34
P: 0.2452 -5.3320 -1.5272  0.61
F: -6.7036 3.1637 -6.4524  -0.22
F: -1.9381 1.3618 -1.7828  -0.40
O: 2.0842 -1.0896 1.7318  -0.80
O: -0.6754 -4.5747 -0.6124  -0.86
O: 3.7905 4.2350 4.2230  -0.63
O: -8.8140 2.8034 -6.0004  -0.46
O: -6.5484 -0.9878 -8.2986  -0.45
O: -4.0102 -0.6392 -8.6351  -0.35
N: 3.2311 6.5970 3.7756  0.20
N: 1.3732 -4.0554 -1.8834  0.22
N: 0.6320 -6.1680 -3.0398  0.18
N: 5.3246 5.6553 5.6270  0.29
N: 0.8277 -6.6016 -0.5202  0.34
N: 0.0200 -1.6744 3.0451  0.49
N: -5.9924 0.7112 -5.4536  -0.01
N: 2.2589 0.0259 3.9325  0.18
N: 5.6993 6.6031 3.2788  0.12
N: -5.3509 0.8361 -4.2500  0.49
N: 1.8905 -2.3571 4.6522  0.07
N: -3.0125 0.5517 -3.6619  0.39
N: -3.9120 0.2367 -5.8129  -0.27
C: 3.4189 0.6446 3.2920  -0.95
C: 2.1359 5.9684 3.0413  -1.02
C: 2.5692 -3.6486 4.4998  -0.97
C: 2.0138 -6.6093 0.3124  -1.10
C: -0.5339 -6.6413 -3.7946  -1.03
C: 1.3735 1.0680 4.4237  -0.96
C: 6.2887 4.6026 5.9198  -1.13
C: -2.4731 -1.2616 -1.0595  -1.28
C: 6.3607 7.6764 3.9748  -0.80
C: 1.7239 -7.1034 -3.1432  -0.82
C: -1.7213 0.1433 -4.2548  -1.48
C: -1.6176 -1.3506 -4.5513  0.29
C: 4.8365 6.3295 6.8116  -1.10
C: 6.6173 5.9425 2.3434  -0.95
C: -3.5726 -0.2430 -1.3563  -0.26
C: -6.1067 2.8117 -2.9582  -0.46
C: 0.8278 -2.4474 5.6188  -0.82
C: 2.6917 7.5342 4.7439  -1.09
C: 0.7615 -2.7350 -1.8766  -0.38
C: -6.1062 1.2592 -3.0852  -0.85
C: -0.2563 -1.5907 -5.2282  -1.43
C: -3.1380 0.9060 -2.2584  -0.08
C: -1.0392 -0.7117 3.2389  -1.13
C: -0.1946 -7.5416 -0.0757  -1.19
C: -7.7126 2.4048 -6.0659  0.66
C: -0.3614 -2.7993 2.2066  -1.12
C: -5.0945 0.3640 -6.3821  0.15
C: -4.0369 0.5421 -4.5163  0.59
C: -5.9782 3.3040 -1.5278  -1.25
C: 2.7220 -3.9579 -1.3432  -1.14
C: -7.3856 0.9585 -5.7491  -0.83
H: -5.2196 3.1486 -3.4986  0.31
H: -1.3187 -0.1920 2.3085  0.30
H: 4.1224 -0.1069 2.9363  0.34
H: 1.8209 -6.2424 1.3305  0.31
H: 6.0775 5.2065 1.7410  0.31
H: 7.3107 4.9211 5.6740  0.24
H: -1.3151 -5.8743 -3.8027  0.28
H: 5.6862 6.7007 7.3941  0.38
H: -5.7158 0.8741 -2.1566  0.32
H: 4.2387 5.6729 7.4594  0.32
H: 1.8136 8.0281 4.3268  0.38
H: -2.6615 -2.1561 -1.6489  0.22
H: -0.2450 -2.7576 -2.2919  -0.27
H: -2.3585 -1.6682 -5.2760  0.26
H: -0.7875 0.0417 3.9788  0.40
H: 1.9154 -4.4162 4.0590  0.31
H: 2.8218 -6.0197 -0.1080  0.39
H: 3.4432 -3.5414 3.8508  0.32
H: 4.2370 7.2030 6.5765  0.34
H: 1.3376 -2.0351 -2.4887  0.62
H: -1.6058 -1.9455 -3.6458  -0.03
H: -0.9679 -7.5560 -3.3668  0.31
H: 0.0463 -3.1684 5.3381  0.24
H: 2.5124 5.2798 2.2871  0.30
H: -1.5636 0.6786 -5.1840  0.50
H: 7.0542 6.6674 1.6540  0.34
H: -0.8969 0.4018 -3.6013  0.59
H: 2.3984 -7.6314 0.3854  0.37
H: 1.5626 6.7368 2.5189  0.38
H: 1.2659 -2.7700 6.5662  0.38
H: -1.4740 -0.9288 -1.3101  0.18
H: -1.1893 -7.0887 -0.0746  0.35
H: 2.9259 -4.0148 5.4644  0.34
H: -0.5279 -3.7054 2.8055  0.21
H: -3.8104 1.7489 -2.1256  0.10
H: 0.4727 -0.9930 -4.6898  0.50
H: 0.3508 -1.4875 5.8058  0.19
H: -7.1450 0.9588 -3.1423  0.41
H: 0.6915 -2.3183 -0.8627  0.02
H: 2.6266 -6.7473 -2.6519  0.19
H: 6.0784 3.6914 5.3541  0.30
H: 3.1771 -3.0190 -1.6575  0.40
H: -0.0008 -7.8805 0.9413  0.42
H: 1.4558 5.4050 3.6935  0.32
H: -3.8376 0.2268 -0.4084  0.38
H: -1.9292 -1.2219 3.6248  0.39
H: -7.7106 0.3877 -6.6123  0.54
H: -0.2294 -8.4259 -0.7257  0.23
H: -6.4245 -1.7596 -7.7277  0.34
H: 1.9650 1.9075 4.7901  0.27
H: -5.3821 2.6610 -0.8916  0.45
H: 0.7801 0.7358 5.2799  0.22
H: 3.3926 8.3407 4.9716  0.26
H: 0.7034 1.4577 3.6444  0.36
H: -4.0306 -1.5577 -8.3286  0.31
H: 6.2665 4.3316 6.9750  0.43
H: 7.4353 5.4192 2.8589  0.31
H: -1.2759 -2.5969 1.6486  0.29
H: 3.3772 -4.7401 -1.7330  0.27
H: 2.7424 -3.9754 -0.2467  0.36
H: 5.6872 8.2311 4.6248  0.17
H: -6.9482 3.2515 -3.4818  0.50
H: 6.7271 8.3826 3.2260  0.38
H: 1.9664 -7.2161 -4.2025  0.37
H: 3.1414 1.2723 2.4366  0.25
H: 0.0637 -2.6201 -5.1378  0.55
H: -5.4912 4.2698 -1.5449  0.54
H: -8.0620 0.6918 -4.9473  0.30
H: 2.3796 7.0486 5.6785  0.38
H: 1.4834 -8.0956 -2.7379  0.26
H: -0.2661 -6.8426 -4.8338  0.37
H: 3.9495 1.2645 4.0153  0.38
H: 0.4109 -3.0276 1.4676  0.18
H: 7.2158 7.3397 4.5776  0.25
H: -2.5028 -1.5957 -0.0311  0.45
H: -4.4844 -0.7063 -1.7222  0.49

Q: Look up the molecular weight of the eighth one.
A: 1142.734 g mol⁻¹